Molecular formula: H18O9
Method: DFT, the ωB97M-V functional and the def2-TZVPD basis

Results
Largest force on an atom in eV/A: 0.783
SMILES: O.O.O.O.O.O.O.O.O
E_LUMO in Eh: -0.0158
Total charge: 0
HOMO energy in eV: -11.079
ΔE to the lowest compared entry with this formula, charge and spin in kJ/mol: 245.44
Molar mass in g mol⁻¹: 162.14
Total energy in eV: -18719.5917

Cartesian coordinates (Å):
O1 7.04696 14.43358 6.15837
H1 7.50464 14.20784 6.96818
H2 7.52053 13.95946 5.47488
O2 4.22784 15.68647 2.32036
H3 4.42679 15.52768 1.39763
H4 4.77117 15.05720 2.79476
O3 2.95747 12.83436 8.05000
H5 3.44591 13.40500 7.45668
H6 3.12530 13.19386 8.92110
O4 7.26111 16.92274 5.44373
H7 6.43753 17.40707 5.50171
H8 7.03744 16.03474 5.72241
O5 0.50553 13.69603 5.87384
H9 -0.14956 14.16529 6.39046
H10 1.22058 14.32321 5.76622
O6 1.69932 16.73544 7.24665
H11 0.81001 16.56187 7.55524
H12 2.22079 16.01449 7.59955
O7 2.13521 11.87645 4.08790
H13 2.53606 11.72282 4.94344
H14 1.28523 12.26851 4.28805
O8 6.19276 13.71157 3.05639
H15 6.75858 13.37514 3.75129
H16 6.75035 14.31321 2.56308
O9 4.09108 14.44755 6.06267
H17 5.01986 14.43827 5.83136
H18 3.66184 13.97216 5.35133

Atoms 1-2, force components in eV/Å:
O -0.27 -0.68 -0.01
H 0.07 -0.01 0.42

=====

Molecular formula: H18O9
Method: DFT, the ωB97M-V functional and the def2-TZVPD basis

Results
Largest force on an atom in eV/A: 2.572
SMILES: O.O.O.O.O.O.O.O.O
E_LUMO in Eh: 0.0181
Total charge: 0
HOMO energy in eV: -11.212
ΔE to the lowest compared entry with this formula, charge and spin in kJ/mol: 30.96
Molar mass in g mol⁻¹: 162.13
Total energy in eV: -18721.8146

Cartesian coordinates (Å):
O1 0.25702 -2.00706 1.34916
H1 1.00716 -2.10162 0.75865
H2 -0.55039 -2.17681 0.82882
O2 -3.38414 0.39424 0.12880
H3 -2.84420 -0.35545 -0.22056
H4 -3.69956 0.03389 0.94638
O3 -1.15460 2.09593 0.53341
H5 -0.60074 1.60349 1.17673
H6 -1.99342 1.60692 0.49569
O4 -1.68265 -1.71801 -0.43017
H7 -1.09192 -1.40512 -1.16655
H8 -2.14919 -2.42809 -0.85880
O5 0.01173 -0.78031 -1.98653
H9 0.12036 0.22928 -2.06858
H10 0.83227 -1.06921 -1.61218
O6 0.52496 1.82953 -1.44781
H11 0.39997 2.57600 -2.08231
H12 -0.15161 2.03016 -0.73288
O7 2.63793 1.06737 0.17836
H13 1.98695 1.09722 0.92597
H14 2.14979 1.53169 -0.53830
O8 0.60685 0.59010 2.02320
H15 0.48036 -0.43520 1.88608
H16 0.84072 0.73266 2.94568
O9 2.16810 -1.38090 -0.35351
H17 2.99921 -1.74268 -0.67698
H18 2.38272 -0.45413 0.03394

Atoms 1-2, force components in eV/Å:
O -0.46 -0.01 1.19
H 0.43 -0.02 -0.52